C4H5FO2 | ωB97M-V/def2-TZVPD

Properties
HOMO energy: -9.44 eV
charge: 0
F_max: 4.714 eV/A
molar mass: 104.08 g mol⁻¹
Kohn-Sham gap: 6.95 eV
electronic energy: -11034.440 eV
energy relative to the best compared isomer or geometry (same formula, charge and spin): 679.8 kJ/mol

```
12
Properties=species:S:1:pos:R:3:forces:R:3:mulliken_charge:R:1
C 0.4356 -0.7030 -0.4844 1.470 1.206 -0.813 0.127
C -0.4530 0.6185 -0.3189 1.797 0.587 -1.402 -0.868
C 0.0505 0.8543 1.0806 -2.765 -3.413 -0.727 0.210
C 0.1634 -0.7460 1.0865 3.114 2.104 -2.037 0.187
H -0.4894 -0.9052 -2.7404 1.518 -2.284 3.005 0.271
H 1.5228 -0.3786 -0.8274 -1.769 -0.098 1.648 0.243
H -1.4752 0.3791 -0.3078 -1.500 -0.511 0.190 0.371
H -0.3522 1.5467 -0.8916 0.447 -0.530 -0.757 0.364
H -0.7836 1.1619 1.6268 -0.790 1.033 1.825 0.373
O 0.1951 -1.8151 -1.2703 -2.644 2.586 -2.924 -0.570
O 0.0634 -1.6080 1.8541 -0.797 -1.665 1.711 -0.439
F 1.1225 1.5954 1.1927 1.919 0.986 0.281 -0.270
```
Positions in Å, forces in eV/Å.

CH3BrClN | ωB97M-V/def2-TZVPD

Properties
HOMO energy: -8.42 eV
charge: 0
F_max: 2.905 eV/A
molar mass: 144.40 g mol⁻¹
Kohn-Sham gap: 7.18 eV
electronic energy: -85139.181 eV
energy relative to the best compared isomer or geometry (same formula, charge and spin): 147.1 kJ/mol

```
7
Properties=species:S:1:pos:R:3:forces:R:3:mulliken_charge:R:1
C -0.4872 -0.7763 0.3609 -0.222 0.586 0.341 -0.008
N 0.3770 -0.0565 -0.3780 -0.046 1.408 -0.285 -0.359
Cl -0.7356 -2.4708 -0.0407 0.048 1.868 0.339 -0.067
Br -3.1351 0.3898 0.0337 1.276 -0.545 0.137 -0.536
H -0.7044 -0.4166 1.4473 0.407 -0.950 -2.317 0.392
H 0.5317 -0.0976 -1.4537 -0.673 -0.453 2.789 0.281
H 0.6564 0.8847 0.0513 -0.789 -1.914 -1.004 0.297
```
Positions in Å, forces in eV/Å.

C28H60O14PS5 | ωB97M-V/def2-TZVPD

Properties
HOMO energy: -3.84 eV
charge: -1
F_max: 3.062 eV/A
molar mass: 812.08 g mol⁻¹
Kohn-Sham gap: 5.45 eV
electronic energy: -122136.417 eV
energy relative to the best compared isomer or geometry (same formula, charge and spin): 76.5 kJ/mol

```
108
Properties=species:S:1:pos:R:3:forces:R:3:mulliken_charge:R:1
C 5.2360 -0.4762 -2.0767 0.093 -0.150 0.029 -0.705
C 3.8172 -0.0447 -1.6726 0.488 0.801 0.285 0.227
C 3.4481 1.2994 -2.3565 1.117 -0.495 0.332 -0.816
O 2.4919 2.0600 -1.6674 0.398 -0.690 -1.027 -0.482
C 1.1333 1.6774 -1.9401 -2.154 1.756 1.286 1.392
C 0.7562 0.7085 -0.7805 -0.370 -0.742 -1.033 -1.045
C -0.7364 0.4788 -0.4813 0.291 -0.553 0.061 0.115
C -1.6231 0.1782 -1.6957 -0.492 -0.743 0.739 -1.440
O -1.3283 1.5152 0.2943 -0.681 0.309 -0.390 -0.380
C 0.3861 3.0678 -1.7780 1.821 1.970 -0.718 -0.546
O -0.5160 3.4035 -2.8113 0.505 -1.466 0.747 -0.498
P -0.1584 2.3492 -4.1932 -1.834 0.616 -1.922 -0.406
O 0.8466 1.2709 -3.2149 0.501 -0.779 1.099 -0.492
H 5.4570 -1.4987 -1.7421 -0.152 0.397 -0.363 -0.108
H 6.0026 0.1614 -1.6156 -0.252 0.169 -0.062 0.408
H 5.3763 -0.3893 -3.1626 -0.026 -0.206 0.074 0.240
H 3.0716 -0.8242 -1.8247 0.140 -0.031 -0.177 0.142
H 3.8550 0.1846 -0.5994 -0.239 -0.208 -0.047 0.163
H 3.2194 1.1448 -3.4151 -0.355 0.051 0.102 0.314
H 4.3758 1.8893 -2.3280 -0.170 0.106 -0.007 0.391
H 1.2716 0.9882 0.1439 -0.043 0.284 -0.127 0.429
H 1.1591 -0.2813 -1.0440 -0.087 0.123 0.045 0.119
H -0.7846 -0.4196 0.1559 0.269 0.025 -0.083 0.416
H -2.2425 1.0262 -1.9791 0.395 0.145 -0.190 0.093
H -2.3158 -0.6258 -1.3978 -0.006 0.204 -0.060 0.371
H -1.0585 -0.2167 -2.5368 0.044 0.370 -0.050 0.390
H -0.6654 1.9044 0.8613 0.291 -0.001 0.358 0.268
H 0.0807 3.3412 -0.7630 -0.664 -0.532 -0.148 0.207
H 1.2267 3.7700 -1.9499 0.029 -0.188 0.342 0.343
H -0.9116 3.2362 -5.0698 -0.103 0.097 0.128 0.041
H -1.4025 1.6904 -3.8751 0.275 -0.269 0.195 -0.073
H -0.0828 1.4208 -5.3192 0.704 0.119 0.185 0.036
H 1.0265 3.0843 -4.5703 0.179 -0.049 0.373 -0.046
C -4.1638 1.5963 4.9099 0.068 0.122 -0.041 -0.180
C -4.3801 1.5933 3.3908 0.004 -0.087 0.103 -0.615
C -3.3694 2.5699 2.7805 -0.456 -0.041 -0.338 -0.170
S -1.9734 2.6005 3.8946 0.058 -0.276 -0.144 1.145
O -1.8637 3.9152 4.4830 0.169 -0.073 -0.071 -0.697
O -0.8505 1.9643 3.2473 0.229 0.345 0.206 -0.646
C -2.6539 1.4843 5.1116 -0.345 -0.123 0.153 -0.912
H -4.6926 0.7804 5.3895 0.150 0.085 -0.008 -0.027
H -4.5298 2.5337 5.3365 0.024 -0.017 0.020 0.244
H -4.2019 0.5877 3.0032 0.013 0.017 0.006 0.358
H -5.4011 1.8702 3.1252 0.015 0.005 0.007 0.442
H -3.0275 2.2484 1.7957 0.194 0.064 0.058 -0.061
H -3.7684 3.5825 2.7256 0.092 0.038 0.102 0.350
H -2.3191 1.7765 6.1045 0.099 0.084 -0.070 0.458
H -2.3001 0.4805 4.8760 0.054 0.042 -0.050 0.371
C -9.3017 -1.4492 6.7292 -0.038 0.069 -0.051 -0.560
C -9.5106 -1.4440 5.2101 -0.006 -0.064 0.033 -0.638
C -8.4903 -0.4696 4.6099 -0.380 -0.101 -0.199 -0.717
S -7.0920 -0.4586 5.7322 -0.173 -0.265 -0.059 1.324
O -6.9861 0.8531 6.3235 0.142 -0.110 -0.067 -0.661
O -5.9651 -1.1027 5.1008 0.012 0.230 0.135 -0.687
C -7.7962 -1.5701 6.9411 -0.287 -0.159 0.223 -0.841
H -9.8388 -2.2662 7.2097 0.009 0.012 0.006 0.352
H -9.6638 -0.5106 7.1556 0.027 -0.018 0.027 0.288
H -9.3375 -2.4478 4.8158 0.016 0.016 0.012 0.306
H -10.5274 -1.1592 4.9428 0.020 0.005 -0.016 0.322
H -8.1520 -0.7859 3.6261 0.134 0.107 0.025 0.391
H -8.8823 0.5446 4.5587 0.111 0.032 0.050 0.394
H -7.4724 -1.2777 7.9375 0.129 0.068 -0.072 0.387
H -7.4430 -2.5751 6.7105 0.055 0.037 -0.032 0.357
C 6.8697 -5.5552 -0.7142 0.012 0.073 -0.018 -0.027
C 6.8268 -5.0869 0.7439 -0.002 -0.083 -0.004 -0.769
C 5.7351 -4.0150 0.8406 0.359 -0.002 0.296 -0.610
S 4.5447 -4.3956 -0.4455 -0.135 -0.147 0.019 1.016
O 4.5775 -3.3354 -1.4258 -0.301 -0.433 0.188 -0.588
O 3.3120 -4.8437 0.1543 0.038 0.223 -0.195 -0.719
C 5.4204 -5.7955 -1.1230 0.318 -0.263 -0.036 -0.829
H 7.4719 -6.4552 -0.8339 0.021 0.025 -0.020 0.429
H 7.3077 -4.7728 -1.3348 0.039 -0.061 -0.013 -0.122
H 6.5806 -5.9309 1.3932 -0.040 0.025 -0.009 0.318
H 7.7891 -4.6936 1.0696 -0.008 0.004 -0.028 0.376
H 5.2303 -4.0226 1.8034 -0.128 0.076 -0.078 0.421
H 6.1325 -3.0213 0.6391 -0.097 0.010 -0.078 0.281
H 5.2729 -5.8272 -2.2002 -0.137 0.088 0.024 0.407
H 5.0176 -6.6982 -0.6632 -0.068 0.047 0.017 0.352
C 8.1223 -3.4069 -5.1055 -0.042 0.040 0.078 -0.539
C 7.9138 -1.9306 -4.7484 -0.003 -0.008 -0.085 -0.578
C 8.4624 -1.7205 -3.3333 -0.296 0.189 -0.124 -0.124
S 9.7563 -2.9433 -3.1120 0.007 0.325 -0.228 1.049
O 9.3408 -3.8696 -2.0839 0.227 0.000 0.081 -0.583
O 11.0418 -2.2890 -3.0613 -0.055 -0.241 0.231 -0.733
C 9.5567 -3.7358 -4.7011 -0.205 -0.172 -0.295 -0.738
H 7.9537 -3.5955 -6.1650 0.000 -0.013 0.014 0.364
H 7.4232 -4.0258 -4.5375 0.018 -0.014 -0.015 0.215
H 8.4640 -1.3041 -5.4543 0.012 -0.021 0.013 0.313
H 6.8646 -1.6446 -4.8061 0.020 0.006 0.045 0.294
H 8.8876 -0.7289 -3.2007 0.075 -0.058 0.127 0.393
H 7.6989 -1.8998 -2.5767 0.061 -0.049 0.015 -0.097
H 9.7483 -4.8023 -4.6040 0.093 0.037 0.124 0.404
H 10.2755 -3.2862 -5.3858 0.033 0.022 0.060 0.351
C -5.1451 5.5341 -1.3205 0.031 -0.047 0.114 -0.718
C -4.3002 4.2700 -1.1268 -0.005 0.037 -0.110 -0.510
C -5.1724 3.2500 -0.3850 0.444 -0.034 -0.002 -0.142
S -6.8696 3.6253 -0.8200 0.255 -0.041 -0.254 1.161
O -7.5677 4.0659 0.3671 -0.148 -0.147 -0.048 -0.676
O -7.4032 2.5770 -1.6578 -0.233 0.066 0.276 -0.702
C -6.5020 5.0552 -1.8274 0.149 0.350 -0.094 -0.746
H -4.6795 6.2275 -2.0195 -0.003 -0.016 -0.001 0.361
H -5.2668 6.0495 -0.3640 -0.040 0.025 -0.029 0.328
H -4.0109 3.8695 -2.0999 0.061 -0.001 0.037 0.252
H -3.3831 4.4750 -0.5770 0.022 -0.074 -0.044 0.287
H -4.9430 2.2298 -0.6847 -0.125 -0.037 0.058 0.436
H -5.0771 3.3504 0.6946 -0.151 0.005 0.000 -0.186
H -7.2941 5.7927 -1.7161 -0.102 -0.126 0.041 0.419
H -6.4420 4.7213 -2.8631 -0.021 -0.065 0.027 0.360
```
Positions in Å, forces in eV/Å.

C4H5F3O | ωB97M-V/def2-TZVPD

Properties
HOMO energy: -9.07 eV
charge: 0
F_max: 2.737 eV/A
molar mass: 126.08 g mol⁻¹
Kohn-Sham gap: 9.98 eV
electronic energy: -14427.345 eV
SMILES: F/C=C/OCC(F)F
energy relative to the best compared isomer or geometry (same formula, charge and spin): 67.5 kJ/mol

```
13
Properties=species:S:1:pos:R:3:forces:R:3:mulliken_charge:R:1
C 0.2291 1.9545 -0.4802 -0.139 -0.732 1.289 -0.155
C 1.0199 1.2510 0.3532 -0.073 1.204 -2.457 -0.066
C -0.3823 -0.6537 0.7294 -0.056 0.189 -0.723 -0.537
C -0.4084 -1.7476 -0.3706 0.106 0.434 1.041 0.369
H -0.7276 1.6274 -0.8473 -0.166 -0.001 -0.186 0.322
H 2.0203 1.6045 0.4745 0.438 0.416 0.716 0.338
H -1.2078 0.1016 0.5854 0.805 -0.879 0.224 0.326
H -0.4669 -1.1613 1.7108 -0.044 0.317 -0.561 0.275
H 0.5266 -2.2990 -0.3665 0.200 -0.046 -0.122 0.220
O 0.9189 -0.0435 0.6707 -0.928 -1.026 0.776 -0.321
F 0.4907 3.2401 -0.7747 0.290 -0.004 -0.016 -0.250
F -1.4050 -2.6236 -0.0642 -0.250 0.079 -0.316 -0.261
F -0.6076 -1.2506 -1.6203 -0.181 0.049 0.336 -0.259
```
Positions in Å, forces in eV/Å.

What did the first record say?
C4H5FO2 | ωB97M-V/def2-TZVPD

Properties
HOMO energy: -9.44 eV
charge: 0
F_max: 4.714 eV/A
molar mass: 104.08 g mol⁻¹
Kohn-Sham gap: 6.95 eV
electronic energy: -11034.440 eV
energy relative to the best compared isomer or geometry (same formula, charge and spin): 679.8 kJ/mol

```
12
Properties=species:S:1:pos:R:3:forces:R:3:mulliken_charge:R:1
C 0.4356 -0.7030 -0.4844 1.470 1.206 -0.813 0.127
C -0.4530 0.6185 -0.3189 1.797 0.587 -1.402 -0.868
C 0.0505 0.8543 1.0806 -2.765 -3.413 -0.727 0.210
C 0.1634 -0.7460 1.0865 3.114 2.104 -2.037 0.187
H -0.4894 -0.9052 -2.7404 1.518 -2.284 3.005 0.271
H 1.5228 -0.3786 -0.8274 -1.769 -0.098 1.648 0.243
H -1.4752 0.3791 -0.3078 -1.500 -0.511 0.190 0.371
H -0.3522 1.5467 -0.8916 0.447 -0.530 -0.757 0.364
H -0.7836 1.1619 1.6268 -0.790 1.033 1.825 0.373
O 0.1951 -1.8151 -1.2703 -2.644 2.586 -2.924 -0.570
O 0.0634 -1.6080 1.8541 -0.797 -1.665 1.711 -0.439
F 1.1225 1.5954 1.1927 1.919 0.986 0.281 -0.270
```
Positions in Å, forces in eV/Å.

> Look up the Kohn-Sham gap of the first one.

6.95 eV